1.
Formula: C3H2ClIO
Source: the OMol25 dataset
Level of theory: wB97M-V/def2-TZVPD

Calculated values
* LUMO: -0.359 eV
* highest occupied orbital energy: -0.3458 hartree
* net charge: 0
* spin multiplicity: 1
* HOMO-LUMO gap: 9.05 eV

Each line ends with the natural charge from an NBO analysis.
CARTESIAN COORDINATES (ANGSTROEM)
C 0.346 -0.300 -0.444  -0.115
C -1.712 0.477 1.149  -0.095
C -0.906 0.137 0.312  -0.101
O 2.028 0.142 -0.843  -0.753
Cl -3.001 0.836 1.969  0.194
I 1.087 -2.153 0.372  0.181
H 0.127 -0.275 -1.513  0.225
H 2.031 1.135 -1.000  0.464

2.
Formula: C3H2ClIO
Source: the OMol25 dataset
Level of theory: wB97M-V/def2-TZVPD

Calculated values
* LUMO (spin up / spin down): -1.306 / -1.304 eV
* highest occupied orbital energy (spin up / spin down): -0.3319 / -0.3318 hartree
* net charge: 0
* spin multiplicity: 1
* HOMO-LUMO gap (spin up / spin down): 7.72 / 7.73 eV

Each line ends with the natural charge from an NBO analysis.
CARTESIAN COORDINATES (ANGSTROEM)
C 0.278 -0.148 -0.258  -0.253
C -0.727 0.359 0.355  -0.289
C 2.338 0.882 -0.167  0.525
O 2.619 1.995 -0.399  -0.459
Cl 3.216 -0.474 0.283  0.064
I -2.897 -0.108 -0.058  0.000
H 0.362 -0.523 -1.224  0.203
H -0.887 0.728 1.285  0.209

3.
Formula: C3H2ClIO
Source: the OMol25 dataset
Level of theory: wB97M-V/def2-TZVPD

Calculated values
* LUMO: 0.099 eV
* highest occupied orbital energy: -0.3414 hartree
* net charge: 0
* spin multiplicity: 1
* HOMO-LUMO gap: 9.39 eV

Each line ends with the natural charge from an NBO analysis.
CARTESIAN COORDINATES (ANGSTROEM)
C -0.545 -0.352 -0.258  -0.228
C 0.086 0.046 0.816  -0.430
C 0.839 -1.214 -1.600  0.493
O 1.967 -1.220 -1.322  -0.494
Cl -0.072 -1.717 -2.901  0.049
I -0.859 1.330 2.169  0.156
H -1.405 -0.297 -0.740  0.189
H 1.214 -0.253 0.869  0.264

Most stable structure: 3

1.
Formula: C2H9NO3
Source: the OMol25 dataset
Level of theory: wB97M-V/def2-TZVPD

Calculated values
* LUMO: 0.688 eV
* highest occupied orbital energy: -0.3605 hartree
* net charge: 0
* structure (SMILES): CNC=O.O.O
* spin multiplicity: 1
* HOMO-LUMO gap: 10.50 eV

Each line ends with the natural charge from an NBO analysis.
CARTESIAN COORDINATES (ANGSTROEM)
C -1.981 1.328 1.108  -0.425
N -1.493 0.902 -0.197  -0.598
C -1.070 -0.322 -0.451  0.523
O -1.079 -1.332 0.281  -0.648
H -2.267 2.399 0.880  0.202
H -2.873 0.715 1.268  0.225
H -1.172 1.376 1.882  0.215
H -1.099 1.649 -0.838  0.406
H -0.342 -0.277 -1.312  0.100
O 2.196 -1.829 -0.221  -0.949
H 2.383 -2.219 0.570  0.468
H 1.353 -2.349 -0.449  0.490
O 2.356 1.277 -0.425  -0.952
H 2.782 1.173 -1.247  0.454
H 2.203 0.253 -0.399  0.489

2.
Formula: C2H9NO3
Source: the OMol25 dataset
Level of theory: wB97M-V/def2-TZVPD

Calculated values
* LUMO: 0.636 eV
* highest occupied orbital energy: -0.3543 hartree
* net charge: 0
* structure (SMILES): NCC=O.O.O
* spin multiplicity: 1
* HOMO-LUMO gap: 10.28 eV

Each line ends with the natural charge from an NBO analysis.
CARTESIAN COORDINATES (ANGSTROEM)
N 1.322 0.349 0.610  -0.879
C 0.128 1.206 -0.012  -0.306
C 0.243 0.736 -1.526  0.461
O -0.562 0.028 -2.062  -0.508
H 2.283 0.690 0.437  0.367
H 1.153 0.323 1.718  0.381
H 0.138 2.225 -0.092  0.181
H -0.730 0.865 0.418  0.206
H 1.280 1.080 -1.795  0.096
O -4.117 0.388 -0.682  -0.940
H -3.656 0.248 -1.540  0.475
H -4.383 1.346 -0.750  0.465
O 3.060 -2.393 2.953  -0.925
H 2.473 -3.127 2.757  0.463
H 2.914 -1.926 2.136  0.462

Most stable structure: 1